# 1
Entry from the Open Molecules 2025 dataset: a cluster of 18 separate species, H37O18 in total in a non-equilibrium geometry (wB97M-V/def2-TZVPD).

Summary:
Total energy: -37443.2293 eV
Net charge: +1
Gap between HOMO and LUMO: 10.568 eV
Lowest unoccupied orbital energy: -2.595 eV
Highest occupied orbital energy: -13.2 eV
Energy above the lowest of the compared OMol25 structures with the same formula, charge and spin: 235.28 kcal per mole
Spin multiplicity: 1

Last columns: bonded neighbours and bond lengths (Å).
Element x y z (Å)
1 O 0.14770 -1.85408 -4.35882  H3 0.913, H46 0.936
2 H 5.07374 2.29960 1.63389  O36 0.990
3 H 1.04998 -1.83164 -4.49561  O1 0.913
4 O 0.59009 2.09618 3.22168  H10 0.893, H52 0.924
5 H -3.54860 -3.05599 -1.86731  O15 0.984
6 O -2.24775 -1.86445 -4.75489  H7 1.018, H49 1.005
7 H -1.49227 -1.19719 -4.89841  O6 1.018
8 H 3.94226 2.25602 -0.77890  O27 0.869
9 O 3.50081 -2.79173 3.00037  H11 0.863, H29 0.934
10 H 1.41454 2.39894 3.05790  O4 0.893
11 H 3.52974 -3.61443 3.25921  O9 0.863
12 O -0.48344 -2.09561 -0.31147  H13 0.956, H14 0.989
13 H 0.13520 -1.62167 -0.86547  O12 0.956
14 H -1.39671 -1.92359 -0.65058  O12 0.989
15 O -4.06317 -2.81348 -1.06476  H5 0.984, H16 0.956
16 H -3.87537 -1.95544 -1.44128  O15 0.956
17 H 4.00091 1.66089 -2.11989  O27 1.049
18 O -0.60969 2.64600 -4.16897  H28 1.010, H54 1.004
19 H -0.67464 1.91653 1.65764  O51 1.078
20 H -2.43433 -1.39589 -3.08857  O48 0.956
21 O 3.59267 1.04594 -4.21104  H22 0.984, H23 0.970
22 H 4.32360 1.42482 -4.75052  O21 0.984
23 H 3.04884 1.84967 -4.21826  O21 0.970
24 O -2.52728 -1.00990 4.23456  H25 0.991, H37 0.970
25 H -3.14032 -1.22161 3.48543  O24 0.991
26 H -3.72835 -1.22252 0.63497  O45 1.023
27 O 3.40406 2.21590 -1.45967  H8 0.869, H17 1.049
28 H -0.01537 3.43363 -4.38277  O18 1.010
29 H 4.03905 -2.38134 2.35732  O9 0.934
30 O -0.90056 -1.13738 2.25797  H31 1.110, H32 1.099, H47 1.114
31 H -0.03900 -0.51378 2.57698  O30 1.110
32 H -1.78429 -0.51557 2.05960  O30 1.099
33 O 5.69159 -0.74443 1.06784  H34 1.025, H35 0.973
34 H 6.32243 -0.08534 1.53461  O33 1.025
35 H 5.19326 -0.25306 0.39143  O33 0.973
36 O 5.11466 2.00191 0.69085  H2 0.990, H38 0.996
37 H -2.26627 -1.78717 4.75264  O24 0.970
38 H 5.62777 1.15226 0.77387  O36 0.996
39 O -4.22838 1.39289 2.08313  H40 0.950, H41 0.925
40 H -4.87670 1.87687 1.58516  O39 0.950
41 H -4.90119 0.95790 2.54598  O39 0.925
42 O -1.49475 1.93014 4.78779  H43 1.032, H44 1.034
43 H -1.40000 2.53143 5.62069  O42 1.032
44 H -2.45377 1.55502 4.68975  O42 1.034
45 O -2.78614 -1.11342 1.01936  H26 1.023, H55 1.004
46 H 0.02675 -1.00414 -3.98525  O1 0.936
47 H -0.53532 -1.64683 1.33737  O30 1.114
48 O -2.73774 -1.07249 -2.24160  H20 0.956, H50 1.010
49 H -2.46385 -2.20387 -5.67563  O6 1.005
50 H -2.70935 -0.08676 -2.02449  O48 1.010
51 O -0.42201 1.44433 0.72222  H19 1.078, H53 0.804
52 H 0.05182 2.48687 3.86267  O4 0.924
53 H 0.35494 1.65058 0.72524  O51 0.804
54 H -1.51466 2.98753 -3.90052  O18 1.004
55 H -2.42515 -1.19705 0.08657  O45 1.004

Results of the Mulliken charge analysis, in e, for atoms 1 through 5: -0.579, 0.321, 0.283, -0.539, 0.284

***

# 2
Entry from the Open Molecules 2025 dataset: a cluster of 18 separate species, H37O18 in total in a non-equilibrium geometry (wB97M-V/def2-TZVPD).

Summary:
Total energy: -37444.2686 eV
Net charge: +1
Gap between HOMO and LUMO: 8.979 eV
Lowest unoccupied orbital energy: -3.071 eV
Highest occupied orbital energy: -12.0 eV
Energy above the lowest of the compared OMol25 structures with the same formula, charge and spin: 211.31 kcal per mole
Spin multiplicity: 1

Last columns: bonded neighbours and bond lengths (Å).
Element x y z (Å)
1 O -1.01404 -0.28832 -5.27868  H3 0.984, H46 1.048
2 H -2.44487 2.10817 -1.08792  O36 1.039
3 H -0.60748 -0.36088 -4.38539  O1 0.984
4 O -3.49361 1.79089 4.39783  H10 0.908, H52 0.995
5 H 2.88597 -1.98351 -1.41089  O15 1.012
6 O -3.53195 -2.45039 -1.89082  H7 0.942, H49 1.023
7 H -4.38356 -2.37443 -1.49522  O6 0.942
8 H -4.27135 -0.97499 3.40359  O27 0.937
9 O 2.73623 1.43398 -3.82752  H11 0.869, H29 0.905
10 H -2.86706 2.06760 4.99342  O4 0.908
11 H 3.47189 1.23240 -4.24352  O9 0.869
12 O 1.10919 -0.22758 -2.83995  H13 1.060, H14 1.169, H47 0.946
13 H 0.41267 -0.52517 -2.09901  O12 1.060
14 H 2.17429 -0.34840 -2.37384  O12 1.169
15 O 3.43027 -1.61192 -2.17952  H5 1.012, H16 1.127
16 H 4.03137 -2.49707 -2.53449  O15 1.127
17 H -3.26453 0.07217 3.15587  O27 0.946
18 O -1.55049 -4.16548 0.93257  H28 0.967, H54 1.009
19 H -0.56155 1.71097 1.82989  O51 0.981
20 H -0.40561 -1.99969 -0.82853  O48 1.075
21 O -1.34644 -2.02606 2.06975  H22 1.035, H23 1.036
22 H -0.89295 -1.88758 2.99013  O21 1.035
23 H -2.32027 -1.71813 2.24218  O21 1.036
24 O 2.46226 2.90634 1.76236  H25 0.922, H37 0.883
25 H 2.68129 2.66900 2.62618  O24 0.922
26 H 4.97440 -0.26806 -1.03817  O45 1.017
27 O -3.62662 -0.71524 2.77568  H8 0.937, H17 0.946
28 H -2.25874 -4.00322 0.29498  O18 0.967
29 H 2.15829 2.06688 -4.11701  O9 0.905
30 O 2.33439 0.83697 -0.92174  H31 0.911, H32 1.000
31 H 1.90625 1.62870 -0.78406  O30 0.911
32 H 3.23654 1.02882 -1.30940  O30 1.000
33 O 0.16733 2.33428 -3.40708  H34 1.032, H35 0.946
34 H -0.44777 2.81182 -2.72923  O33 1.032
35 H -0.44250 2.47546 -4.11659  O33 0.946
36 O -1.57144 1.54596 -1.10745  H2 1.039, H38 1.020
37 H 1.88488 2.33272 1.41940  O24 0.883
38 H -1.91330 1.02688 -0.29889  O36 1.020
39 O -1.30891 -0.84864 4.26276  H40 0.935, H41 0.891
40 H -0.43422 -1.17868 4.25675  O39 0.935
41 H -1.46761 -0.09528 3.81435  O39 0.891
42 O 2.16405 1.71337 4.55314  H43 1.004, H44 1.128
43 H 1.81577 1.11797 5.28242  O42 1.004
44 H 1.17534 1.65820 4.01231  O42 1.128
45 O 4.78598 -0.43871 -0.05299  H26 1.017, H55 0.954
46 H -1.24813 -1.30378 -5.38852  O1 1.048
47 H 1.23729 0.67753 -3.08304  O12 0.946
48 O -0.74850 -1.02997 -1.14149  H20 1.075, H50 0.937
49 H -3.58166 -2.95828 -2.77781  O6 1.023
50 H -1.41154 -1.07378 -1.80195  O48 0.937
51 O -0.02274 1.02019 2.27153  H19 0.981, H53 0.956
52 H -3.49569 2.45926 3.66108  O4 0.995
53 H 0.83620 1.37628 2.04816  O51 0.956
54 H -1.70928 -3.38134 1.54804  O18 1.009
55 H 4.57227 -1.36821 -0.05364  O45 0.954

Results of the Mulliken charge analysis, in e, for atoms 1 through 5: -0.623, 0.321, 0.277, -0.637, 0.381

***

# 3
Entry from the Open Molecules 2025 dataset: a cluster of 18 separate species, H37O18 in total in a non-equilibrium geometry (wB97M-V/def2-TZVPD).

Summary:
Total energy: -37444.5297 eV
Net charge: +1
Gap between HOMO and LUMO: 10.285 eV
Lowest unoccupied orbital energy: -2.598 eV
Highest occupied orbital energy: -12.9 eV
Energy above the lowest of the compared OMol25 structures with the same formula, charge and spin: 205.29 kcal per mole
Spin multiplicity: 1

Last columns: bonded neighbours and bond lengths (Å).
Element x y z (Å)
1 O -3.06712 -2.79611 -2.12035  H5 0.958, H26 0.968
2 H 1.47125 5.54129 -0.12470  O36 0.938
3 H 4.60426 0.64769 0.28980  O4 1.032
4 O 5.19101 0.97974 1.07118  H3 1.032, H55 0.944
5 H -3.63005 -3.56948 -2.06468  O1 0.958
6 O 0.66626 1.80635 -1.16464  H7 1.086, H8 0.887
7 H 1.15676 2.42081 -0.41578  O6 1.086
8 H 1.35765 1.25019 -1.15490  O6 0.887
9 O -0.31798 -3.02120 -1.19834  H10 0.993, H11 0.795
10 H -0.40907 -3.94213 -1.55756  O9 0.993
11 H 0.42526 -2.99786 -0.91741  O9 0.795
12 O -4.83791 -0.69704 0.61248  H13 0.970, H14 0.945
13 H -5.19231 -0.30665 1.42722  O12 0.970
14 H -5.32845 -0.34101 -0.11209  O12 0.945
15 O -1.22920 0.25490 0.11356  H16 1.063, H17 1.060, H49 1.042
16 H -0.17778 0.39774 0.18058  O15 1.063
17 H -1.40676 0.97226 -0.64587  O15 1.060
18 O -3.46085 -0.03982 -3.60118  H28 0.910, H54 0.939
19 H 0.09507 2.71272 0.66066  O48 1.059
20 H -2.53561 2.79662 -2.11964  O27 1.021
21 O 0.74821 0.95119 4.15170  H22 0.925, H23 0.929
22 H -0.03424 0.46483 4.23951  O21 0.925
23 H 0.56504 1.72499 4.63186  O21 0.929
24 O 1.52923 -2.12476 0.34664  H25 0.987, H37 0.900
25 H 1.87350 -2.78950 0.98958  O24 0.987
26 H -3.12077 -2.63627 -1.16732  O1 0.968
27 O -2.41317 1.78277 -2.12778  H20 1.021, H29 0.981
28 H -3.71372 -0.77088 -3.12116  O18 0.910
29 H -2.82276 1.31201 -2.88418  O27 0.981
30 O 2.12791 -1.09145 2.94562  H31 0.893, H32 0.962
31 H 2.96151 -1.41091 2.96833  O30 0.893
32 H 2.06810 -0.31568 3.51076  O30 0.962
33 O 1.51386 -0.81097 -2.69581  H34 1.088, H35 0.999
34 H 1.58598 -1.89029 -2.58079  O33 1.088
35 H 0.56064 -0.66556 -2.43610  O33 0.999
36 O 1.79656 4.66211 -0.10532  H2 0.938, H38 1.044
37 H 1.30175 -1.49114 0.94430  O24 0.900
38 H 2.81543 4.60967 0.11559  O36 1.044
39 O -2.34185 -1.60002 4.98186  H40 0.878, H41 1.000
40 H -3.03502 -1.13487 5.25426  O39 0.878
41 H -1.63782 -1.03145 5.40801  O39 1.000
42 O 2.63316 2.31574 2.51004  H43 0.928, H44 1.009
43 H 2.82284 3.00305 3.10472  O42 0.928
44 H 3.52181 2.31043 2.03300  O42 1.009
45 O -1.55182 -2.31476 -4.67313  H46 0.998, H47 0.989
46 H -1.76698 -3.12092 -5.22085  O45 0.998
47 H -2.00302 -2.58999 -3.83700  O45 0.989
48 O 0.10031 1.86400 1.29339  H19 1.059, H50 1.004
49 H -1.44252 0.70705 1.02812  O15 1.042
50 H 0.99342 1.71612 1.72732  O48 1.004
51 O 2.81180 -0.31097 -0.70566  H52 0.962, H53 0.918
52 H 3.47603 -0.49640 -0.03458  O51 0.962
53 H 2.79310 -0.21217 -1.61845  O51 0.918
54 H -3.46933 -0.06280 -4.53957  O18 0.939
55 H 6.08945 0.71085 0.96477  O4 0.944

Results of the Mulliken charge analysis, in e, for atoms 1 through 5: -0.580, 0.276, 0.327, -0.625, 0.298

***

# 4
Entry from the Open Molecules 2025 dataset: a cluster of 19 separate species, H37O19 in total in a non-equilibrium geometry (wB97M-V/def2-TZVPD).

Summary:
Total energy: -39501.0619 eV
Net charge: -1
Gap between HOMO and LUMO: 9.203 eV
Lowest unoccupied orbital energy: 1.994 eV
Highest occupied orbital energy: -7.2 eV
Energy above the lowest of the compared OMol25 structures with the same formula, charge and spin: 166.48 kcal per mole
Spin multiplicity: 1

Last columns: bonded neighbours and bond lengths (Å).
Element x y z (Å)
1 O -3.83900 -0.66003 -3.53297  H2 1.005, H3 1.047
2 H -4.13539 -0.09176 -2.75922  O1 1.005
3 H -2.86289 -0.95742 -3.29890  O1 1.047
4 O 3.17626 -2.12827 -1.73157  H6 0.974, H53 0.945
5 H -0.01964 -2.56890 4.09333  O51 0.920
6 H 3.76620 -1.78076 -1.03946  O4 0.974
7 O 3.00203 2.27697 0.01130  H9 0.978, H34 0.942
8 H -0.90994 1.15292 -3.15339  O22 0.916
9 H 2.50420 1.70387 -0.60453  O7 0.978
10 O -1.02851 -1.70840 -2.30239  H11 0.955, H12 0.962
11 H -1.95991 -1.52592 -2.19242  O10 0.955
12 H -0.92318 -1.04122 -2.98788  O10 0.962
13 O -2.94498 2.35152 -0.94320  H14 0.960, H20 1.073
14 H -2.32026 1.72315 -1.31387  O13 0.960
15 H 0.64810 -0.03960 1.23647  O36 0.990
16 O 1.33510 -3.99050 -0.95667  H17 0.985, H18 0.972
17 H 1.60127 -3.32736 -1.63492  O16 0.985
18 H 1.76254 -4.76989 -1.34942  O16 0.972
19 O 1.87681 0.62765 -1.77961  H21 0.944
20 H -3.72911 2.79769 -1.52382  O13 1.073
21 H 2.34775 -0.02643 -2.27126  O19 0.944
22 O -0.31061 0.46140 -3.11241  H8 0.916, H38 1.105
23 H -2.65647 1.17154 1.84813  O39 1.025
24 O 4.29037 -0.10637 1.88730  H25 0.959, H26 0.891
25 H 4.34989 -0.39394 0.97475  O24 0.959
26 H 3.77142 0.61819 1.88605  O24 0.891
27 O -4.59171 -0.66400 -0.81453  H28 0.996, H29 0.927
28 H -4.28720 0.24046 -0.52897  O27 0.996
29 H -4.79467 -0.87136 0.06544  O27 0.927
30 O 0.23872 -0.46551 -0.14333  H31 0.956, H32 1.040
31 H -0.68128 -0.34798 -0.37610  O30 0.956
32 H 0.88937 -0.06242 -0.84712  O30 1.040
33 O 1.83555 -3.07084 1.13511  H35 1.131, H41 0.992
34 H 3.52942 3.03746 -0.16174  O7 0.942
35 H 0.79733 -3.51776 1.10469  O33 1.131
36 O 0.63085 0.20201 2.19646  H15 0.990, H40 1.020
37 H -0.80120 3.27364 -1.87119  O45 0.987
38 H 0.63539 0.64944 -2.57225  O22 1.105
39 O -3.22517 1.89584 2.29929  H23 1.025, H47 0.901
40 H 0.86194 1.19306 2.13076  O36 1.020
41 H 1.58664 -2.15162 1.41245  O33 0.992
42 O -2.03070 -1.87891 0.13364  H43 0.850, H44 1.022
43 H -1.50301 -1.34644 0.53475  O42 0.850
44 H -1.33103 -2.56654 -0.15133  O42 1.022
45 O 0.09150 3.48742 -2.23305  H37 0.987, H46 1.103
46 H 0.74854 2.66935 -1.89332  O45 1.103
47 H -2.74963 2.66080 2.26469  O39 0.901
48 O 1.13371 4.14226 2.19822  H49 0.972, H50 0.886
49 H 1.58690 3.36553 2.56608  O48 0.972
50 H 1.42256 4.32249 1.37984  O48 0.886
51 O -0.54471 -2.61475 3.33928  H5 0.920, H52 0.948
52 H -0.23347 -1.94801 2.74140  O51 0.948
53 H 2.44616 -1.52932 -1.76341  O4 0.945
54 O 0.75609 0.81205 5.00253  H55 0.954, H56 0.874
55 H 0.86361 0.32261 4.19070  O54 0.954
56 H -0.07255 0.99293 5.21161  O54 0.874

Results of the Mulliken charge analysis, in e, for atoms 1 through 5: -0.615, 0.337, 0.202, -0.676, 0.301

***

Question: Among the records above, which one has the highest energy above the lowest of the compared OMol25 structures with the same formula, charge and spin?
Answer: number 1